ORCA calculation (ωB97M-V with the def2-TZVPD basis set) on one molecule with the formula C5H11NO4 at a distorted geometry.

Computed properties:
- Energy relative to the best compared isomer or geometry (same formula, charge and spin): 81.1 kcal per mole
- DFT total energy: -15041.08282 eV
- HOMO energy: -9.872 eV
- SMILES string: C=NO[C@](O)(OC)[C@H](C)O
- Orbital gap: 10.7324 eV

XYZ file:
```
21
C5H11NO4 (ωB97M-V with the def2-TZVPD basis set)
C -1.32523 0.86812 0.85913
C -2.04218 -0.43422 1.20146
C 0.01297 0.58241 0.12875
O 0.66607 1.76461 -0.12065
O -2.12233 1.73439 0.09614
O -0.31171 -0.08111 -1.07329
H 1.31549 1.60652 -0.82125
H -2.23503 1.32650 -0.78332
H -1.06891 1.42012 1.76508
H -1.41135 -1.03036 1.84724
H -2.25998 -0.99231 0.29807
H -2.97015 -0.20345 1.71561
C 2.16205 -0.18081 0.99730
C 0.80454 -1.43964 -2.53921
O 0.74925 -0.31220 0.93954
N 0.91973 -0.48061 -1.73673
H 2.48742 0.84596 1.18309
H 2.46845 -0.78694 1.84837
H 2.61276 -0.57189 0.07475
H -0.11420 -1.99519 -2.71443
H 1.66234 -1.63989 -3.16564
```